Entry one
{"formula": "C2H4N2S", "method": "ωB97M-V/def2-TZVPD", "gap_ha": 0.3466, "smiles": "C=NC#N.S", "species": ["C", "C", "N", "N", "S", "H", "H", "H", "H"], "xyz": [[-1.785, -0.768, 0.159], [-1.544, 1.538, -0.065], [-2.240, -1.817, 0.038], [-1.146, 0.354, 0.102], [2.848, -0.960, 0.036], [-0.740, 2.214, -0.221], [3.367, -1.817, -0.849], [-2.668, 1.723, 0.104], [3.907, -0.467, 0.697]], "nbo_charge": [0.38, 0.03, -0.33, -0.46, -0.30, 0.20, 0.15, 0.18, 0.15]}

***

Entry two
{"formula": "C2H4N2S", "method": "ωB97M-V/def2-TZVPD", "gap_ha": 0.3638, "smiles": "[H]/N=C\\C#N.S", "species": ["C", "C", "N", "N", "S", "H", "H", "H", "H"], "xyz": [[-0.834, -1.921, 0.242], [-0.757, -0.715, 1.033], [-0.896, -2.826, -0.432], [-1.482, 0.282, 0.886], [1.921, 1.868, -1.792], [-0.069, -0.838, 1.861], [-2.158, 0.385, 0.034], [1.767, 2.842, -0.768], [2.509, 0.924, -1.065]], "nbo_charge": [0.19, 0.02, -0.26, -0.52, -0.30, 0.20, 0.37, 0.16, 0.14]}

***

It is entry one that is the least stable of them.

***

Entry one
{"formula": "C2H4N2S", "method": "ωB97M-V/def2-TZVPD", "gap_ha": [0.2653, 0.2651], "species": ["C", "C", "N", "N", "S", "H", "H", "H", "H"], "xyz": [[-2.082, 0.042, -0.094], [1.091, -0.994, -0.030], [-2.176, 1.135, 0.219], [0.684, 0.114, -0.822], [1.041, 1.566, -0.573], [2.074, -0.852, 0.413], [0.400, -1.308, 0.695], [1.414, -1.838, -0.710], [-2.447, 2.136, 0.902]], "nbo_charge": [0.27, -0.47, -0.77, -0.53, 0.37, 0.18, 0.24, 0.21, 0.50]}

***

Entry two
{"formula": "C2H4N2S", "method": "ωB97M-V/def2-TZVPD", "gap_ha": [0.1868, 0.1870], "species": ["C", "C", "N", "N", "S", "H", "H", "H", "H"], "xyz": [[0.170, 0.705, -0.012], [0.254, -0.777, -0.521], [-0.445, 0.077, 1.166], [-0.513, -1.200, 0.731], [-0.290, -0.715, -2.416], [1.178, 1.350, 0.155], [-0.558, 1.276, -0.487], [1.297, -1.182, -0.454], [-1.093, 0.466, 1.839]], "nbo_charge": [-0.27, -0.24, -0.24, 0.08, -0.47, 0.24, 0.25, 0.24, 0.41]}

***

It is entry two that is the least stable of them.

***

Entry one
{"formula": "C2H4N2S", "method": "ωB97M-V/def2-TZVPD", "gap_ha": 0.3242, "smiles": "C=NNC=S", "species": ["C", "C", "H", "H", "H", "H", "N", "N", "S"], "xyz": [[0.412, 0.398, 1.496], [-0.072, -0.638, -1.248], [1.057, -0.442, 1.286], [0.444, 0.922, 2.479], [-1.338, 0.892, -1.061], [-0.528, -0.701, -2.238], [-0.449, 0.898, 0.692], [-0.630, 0.385, -0.561], [1.104, -1.712, -0.846]], "nbo_charge": [-0.11, -0.10, 0.20, 0.19, 0.39, 0.20, -0.25, -0.40, -0.12]}

***

Entry two
{"formula": "C2H4N2S", "method": "ωB97M-V/def2-TZVPD", "gap_ha": [0.3455, 0.2888], "species": ["C", "C", "N", "N", "S", "H", "H", "H", "H"], "xyz": [[0.448, 0.903, -1.039], [0.737, -0.299, -0.373], [0.330, 1.937, -1.529], [-0.665, 0.649, 1.808], [-0.043, -1.753, -0.861], [1.673, -0.225, 0.259], [-0.416, -0.040, 2.488], [-1.504, 0.339, 1.465], [-0.559, -1.510, -2.218]], "nbo_charge": [0.19, -0.45, -0.28, -0.60, 0.11, 0.28, 0.29, 0.29, 0.17]}

***

It is entry two that is the least stable of them.

***

Entry one
{"formula": "C2H4N2S", "method": "ωB97M-V/def2-TZVPD", "gap_ha": [0.3345, 0.2344], "species": ["C", "C", "N", "N", "S", "H", "H", "H", "H"], "xyz": [[1.698, 0.120, -0.471], [0.597, -0.141, 0.226], [-4.183, -0.012, -0.059], [-3.167, -0.519, -0.275], [-0.785, 0.835, 0.097], [2.711, -0.200, -0.513], [1.504, 0.978, -1.127], [0.399, -1.053, 0.773], [-4.535, 0.978, -0.152]], "nbo_charge": [-0.32, -0.42, -0.31, 0.02, 0.07, 0.21, 0.19, 0.21, 0.35]}

***

Entry two
{"formula": "C2H4N2S", "method": "ωB97M-V/def2-TZVPD", "gap_ha": 0.3094, "smiles": "C=NNC=S", "species": ["C", "C", "H", "H", "H", "H", "N", "N", "S"], "xyz": [[1.593, 0.333, -0.084], [-1.310, 0.098, 0.131], [2.737, 0.319, 0.039], [1.109, 1.363, -0.116], [-0.746, -1.647, -0.060], [-0.961, 1.082, 0.124], [0.995, -0.712, 0.045], [-0.411, -0.736, -0.042], [-3.007, -0.102, -0.036]], "nbo_charge": [-0.07, -0.01, 0.20, 0.16, 0.40, 0.18, -0.23, -0.39, -0.23]}

***

It is entry one that is the least stable of them.

***

Entry one
{"formula": "C2H3NOS2", "method": "ωB97M-V/def2-TZVPD", "gap_ha": 0.3414, "species": ["C", "C", "N", "O", "S", "S", "H", "H", "H"], "xyz": [[-1.596, -0.413, -0.237], [0.482, -0.029, 0.417], [-1.790, 0.771, -0.030], [-0.371, -0.993, -0.067], [-0.539, 1.490, 0.699], [1.800, 0.390, -0.985], [-2.136, -1.249, -0.598], [1.196, -0.065, 1.259], [2.954, 0.098, -0.456]], "nbo_charge": [0.36, -0.14, -0.61, -0.48, 0.47, -0.14, 0.20, 0.23, 0.12]}

***

Entry two
{"formula": "C2H3NOS2", "method": "ωB97M-V/def2-TZVPD", "gap_ha": 0.3213, "smiles": "O=C(S)/C=N\\S", "species": ["C", "C", "H", "H", "H", "N", "O", "S", "S"], "xyz": [[0.027, 1.026, -0.085], [-0.825, -0.244, -0.038], [3.505, 0.514, 0.296], [-0.522, 1.925, -0.259], [-2.706, -1.216, 0.591], [1.336, 1.070, -0.064], [-0.267, -1.353, -0.208], [2.407, -0.314, 0.077], [-2.576, 0.152, 0.062]], "nbo_charge": [-0.05, 0.34, 0.12, 0.19, 0.19, -0.47, -0.53, 0.24, -0.02]}

***

Entry three
{"formula": "C2H3NOS2", "method": "ωB97M-V/def2-TZVPD", "gap_ha": 0.3100, "smiles": "S=C1NSCO1", "species": ["C", "C", "H", "H", "H", "N", "O", "S", "S"], "xyz": [[1.048, -0.333, 0.008], [-0.876, 0.924, 0.051], [0.213, -2.121, -0.486], [-1.062, 1.370, 0.907], [-0.949, 1.688, -0.781], [0.017, -1.224, 0.288], [0.498, 0.875, 0.049], [2.774, -0.418, 0.000], [-1.664, -0.761, -0.035]], "nbo_charge": [0.40, -0.20, 0.43, 0.18, 0.22, -0.77, -0.47, -0.17, 0.37]}

***

It is entry three that is the least stable of them.

***

Entry one
{"formula": "C2H3NOS2", "method": "ωB97M-V/def2-TZVPD", "gap_ha": 0.3160, "species": ["C", "C", "N", "O", "S", "S", "H", "H", "H"], "xyz": [[0.130, 0.670, 0.429], [0.977, -0.528, -0.042], [-1.080, 0.562, 0.034], [0.226, -1.557, -0.534], [-2.647, 1.064, -0.165], [-1.623, -0.823, -0.853], [0.636, 1.279, 1.120], [1.726, -0.047, -0.827], [1.655, -0.621, 0.840]], "nbo_charge": [0.15, -0.09, -0.57, -0.72, 0.09, 0.58, 0.22, 0.17, 0.18]}

***

Entry two
{"formula": "C2H3NOS2", "method": "ωB97M-V/def2-TZVPD", "gap_ha": 0.3001, "smiles": "O/N=C\\SC=S", "species": ["C", "C", "H", "H", "H", "N", "O", "S", "S"], "xyz": [[1.627, 0.291, -0.585], [-0.788, 0.176, 0.915], [0.773, -1.633, -1.039], [2.140, 1.290, -0.246], [-0.055, -0.640, 1.567], [2.331, -0.760, -0.733], [1.675, -1.942, -0.854], [-0.077, 0.284, -0.677], [-2.274, 0.906, 1.284]], "nbo_charge": [-0.25, -0.51, 0.44, 0.24, 0.24, -0.03, -0.50, 0.29, 0.08]}

***

Entry three
{"formula": "C2H3NOS2", "method": "ωB97M-V/def2-TZVPD", "gap_ha": 0.2927, "smiles": "ON(C=S)C=S", "species": ["C", "C", "H", "H", "H", "N", "O", "S", "S"], "xyz": [[1.085, -0.519, 0.226], [-1.304, -0.365, 0.079], [0.334, 1.640, -0.605], [1.008, -1.564, 0.067], [-1.178, -1.418, 0.345], [0.004, 0.209, 0.234], [0.173, 1.513, 0.295], [2.477, 0.226, -0.336], [-2.598, 0.278, -0.306]], "nbo_charge": [-0.09, -0.22, 0.48, 0.22, 0.19, -0.14, -0.47, -0.14, 0.17]}

***

Entry four
{"formula": "C2H3NOS2", "method": "ωB97M-V/def2-TZVPD", "gap_ha": 0.3020, "smiles": "OC(=S)/C=N\\S", "species": ["C", "C", "H", "H", "H", "N", "O", "S", "S"], "xyz": [[-0.196, 1.001, 0.017], [-1.110, -0.191, -0.101], [3.100, 0.254, -0.110], [-0.632, 1.963, 0.044], [-1.021, -2.124, 0.140], [1.093, 0.910, 0.065], [-0.463, -1.361, 0.070], [1.959, -0.426, -0.074], [-2.729, -0.027, -0.052]], "nbo_charge": [-0.03, 0.15, 0.09, 0.21, 0.51, -0.55, -0.67, 0.34, -0.06]}

***

It is entry one that is the least stable of them.